Entry 1:
The following is a DFT calculation (ωB97M-V/def2-TZVPD) of a structure of composition C11H27BaO13 at a distorted geometry.

Element x y z (Å)
O (-2.820470, -3.167831, 2.881159)
H (1.773298, 2.972957, -1.443273)
H (0.127448, -3.007559, -3.666972)
O (1.655961, 3.407413, -2.291264)
C (-3.424447, 2.691518, 3.238857)
H (-2.627981, 3.090840, 3.866786)
C (0.544916, -2.102077, -4.107322)
H (1.571521, -0.393563, -3.348389)
H (1.379101, -2.568842, -1.516352)
O (-2.212251, 2.779264, 1.216454)
H (-0.559636, 5.585412, -1.525866)
O (-0.056363, -2.998192, -0.402927)
C (1.033435, -1.238299, -2.918283)
H (0.390732, -5.320929, 0.962375)
H (-1.634542, 2.169999, 0.751002)
Ba (3.632712, -0.409896, -0.317527)
O (1.338389, 1.196218, -0.430521)
O (4.511644, 1.749814, 3.819902)
H (-0.032140, 3.963496, -3.362187)
H (-1.515711, -4.421001, -0.227210)
C (4.357100, 1.047139, 2.692495)
H (-0.177859, -1.600322, -4.750696)
H (-0.950559, 0.157036, 0.947174)
O (1.887123, -1.995761, -2.095224)
C (-2.278000, -2.098847, 2.699284)
C (-0.575075, -4.273868, -0.757925)
H (0.164304, -6.430673, -0.404417)
O (-2.606639, -1.494801, 1.565675)
C (-2.932305, 1.906332, 2.021869)
H (1.397876, -2.522709, -4.639889)
H (-0.665061, -4.435974, -1.832047)
C (0.334154, -5.391171, -0.123893)
H (-4.102452, 2.009694, 3.752206)
H (0.791676, 5.159539, -0.613433)
H (-0.229582, 3.060782, -1.846315)
H (1.144181, 5.871084, -2.150680)
H (-0.771214, -2.726956, 0.177610)
O (-1.376313, -1.613688, 3.439616)
O (3.389838, 0.237458, 2.626378)
O (0.968823, -0.377648, 1.009270)
H (5.283265, 2.281368, 3.610983)
H (1.359169, -5.156353, -0.410797)
H (0.231984, -0.775560, -2.342396)
H (-3.841410, 1.534374, 1.549357)
O (5.026631, 1.263690, 1.655893)
H (-4.142647, 3.452353, 2.933203)
O (-0.741793, 0.715864, 0.195016)
H (-2.391767, 1.022248, 2.359984)
C (0.557694, 0.489062, 0.234466)
C (0.451166, 5.196275, -1.648229)
H (-2.965647, -2.346369, 1.305774)
C (0.327722, 3.857660, -2.338755)

Cartesian forces (eV/Å) of the 3 atoms listed first:
O 0.240 -1.249 1.686
H -0.164 -0.284 0.120
H -0.649 0.022 -0.058

Max |F| (eV/Å): 4.210
HOMO (alpha / beta) (eV): -8.540 / -8.539
Molecular weight (g mol⁻¹): 504.65
2S+1: 2
⟨S²⟩: 0.756

=====

Entry 2:
The following is a DFT calculation (ωB97M-V/def2-TZVPD) of a cluster of 8 separate species, C11H27Br6N5O10 in total at a distorted geometry.

Element x y z (Å)
C (4.707864, 0.926952, 3.043394)
C (2.147504, -3.750748, -4.579286)
O (1.412154, 2.946532, 0.862884)
H (0.889034, 0.513772, -0.208556)
H (-0.411466, 3.395292, -0.961206)
H (-4.748806, -4.392078, -0.625146)
H (-0.361486, -5.737888, 2.606214)
C (0.076114, -4.748078, 2.476264)
C (0.002834, 0.429602, -0.837586)
H (-0.789256, 1.053342, -0.423276)
C (1.315964, -4.850738, -3.895666)
O (1.984074, -4.144188, 3.612104)
Br (-0.063556, 6.423982, -0.240776)
C (-0.549356, -0.989798, -1.121046)
C (-3.982156, -3.649178, -0.405056)
H (1.717674, 5.753662, 1.778334)
O (-4.869406, -1.477868, -0.053586)
H (5.441464, 0.879792, 2.238594)
H (-5.001086, 2.249192, 0.747734)
C (-0.041746, 5.303692, -1.938596)
H (4.431484, 1.939112, 3.338744)
Br (-2.707776, 4.389872, -1.241136)
H (-3.233266, -3.810488, -1.180456)
H (1.004484, 5.111952, -2.176826)
H (5.132894, 0.345182, 3.861314)
H (0.735194, -4.756098, 1.608134)
H (1.780194, -5.828928, -4.021156)
C (2.295114, 4.840972, 1.925514)
C (-0.813086, 4.027952, -1.752746)
N (3.487194, 0.248042, 2.541754)
H (-3.998006, 0.915052, 1.508804)
H (0.056294, -1.540818, -1.840546)
H (-3.610266, -3.422308, 0.594104)
Br (0.907944, -4.383178, -1.961356)
H (-0.847066, 3.417502, -2.655126)
Br (0.965454, -2.083558, -4.908496)
H (3.339814, 5.045322, 2.159914)
O (3.025904, 0.803612, 1.541684)
N (2.248714, 3.885732, 0.783074)
N (-4.314676, -2.253108, -0.897516)
H (-0.725146, -4.014758, 2.385104)
O (-4.003916, -1.950318, -2.035566)
N (0.911604, -4.694628, 3.742184)
Br (0.569264, 1.086762, -2.592956)
C (-4.008656, 1.887792, 1.017114)
O (-4.110186, 3.867292, 2.215454)
N (-3.381646, 3.044182, 1.688684)
H (2.520444, -3.975298, -5.578586)
H (0.352374, -5.026668, -4.373826)
O (0.419494, -5.162428, 4.793064)
O (3.021324, -0.759048, 3.003634)
H (-1.504296, -0.938738, -1.644096)
H (-3.402056, 1.900032, 0.111574)
H (-0.514666, 5.970732, -2.659356)
O (-2.171006, 3.091872, 1.581434)
H (3.087274, -3.544798, -4.066916)
O (3.073034, 3.967282, -0.134526)
H (1.917174, 4.187822, 2.712054)
Br (-0.813316, -1.964138, 0.532124)

Cartesian forces (eV/Å) of the 3 atoms listed first:
C 0.433 -0.833 0.664
C -0.826 0.433 -0.160
O -1.795 -1.565 0.151

Max |F| (eV/Å): 3.394
HOMO (alpha / beta) (eV): -0.604 / -4.247
Charge: -1
Molecular weight (g mol⁻¹): 868.79
2S+1: 2
⟨S²⟩: 0.755

=====

Entry 3:
The following is a DFT calculation (ωB97M-V/def2-TZVPD) of a cluster of 2 separate species, C11H27F9N3O3P2S in total at a distorted geometry.

Element x y z (Å)
H (7.716782, -2.686447, -1.947700)
O (8.105189, -4.508278, -0.408374)
H (2.463424, -0.515940, -1.767955)
H (-3.118707, 1.732224, -1.696963)
H (-2.784083, 5.640422, 1.306734)
H (8.826289, -4.319534, -1.036925)
H (-0.054485, 1.591740, 0.587345)
N (-3.725326, 3.846422, 0.709828)
H (-4.307570, 5.859477, 0.481236)
P (5.356171, -2.678339, -1.331340)
H (-5.087850, 1.974993, 3.680572)
F (-1.355801, -3.041563, -2.598467)
F (0.624501, -3.265186, 0.918244)
H (4.596406, -0.649079, -0.113170)
H (4.739077, -3.682635, -0.556726)
H (-3.523414, 2.738804, 4.024778)
F (1.505677, -0.782786, 0.442672)
F (0.829005, -3.383867, -2.721897)
H (4.731986, -0.426479, -1.852727)
H (-0.509612, 0.463592, -0.664819)
H (-5.642350, 4.153206, -0.083907)
C (-3.255269, 0.531601, 2.585425)
S (-0.181123, -3.024677, -1.551017)
O (7.627968, -3.281300, 0.058468)
C (4.403324, -1.132846, -1.074486)
F (-0.035877, -1.465730, -1.779844)
H (-4.697642, 3.518461, 2.963217)
C (-4.273807, 2.559165, 3.248967)
F (-1.256346, -2.707788, -0.420263)
C (2.094094, -1.825521, -0.123657)
H (-3.962694, 0.732466, -0.486812)
H (7.355637, -1.440351, -0.733359)
P (-2.468896, 2.820577, 1.274642)
N (-2.115349, 1.566108, 0.150688)
H (-2.361379, 0.608083, 3.210584)
F (1.959050, -4.130627, -0.469992)
H (-2.563268, 0.115752, -1.314327)
H (2.860711, -2.183279, -2.178369)
C (-4.802304, 3.458853, -0.180843)
O (-1.314655, 3.731680, 0.905911)
H (-5.212726, 2.479800, 0.059566)
N (-3.692709, 1.847172, 2.079115)
H (-3.055377, -0.163902, 1.771079)
H (-2.868817, 5.407207, -0.449432)
C (7.186635, -2.493043, -1.004842)
C (-0.837312, 0.893227, 0.278002)
H (-4.047815, 0.070959, 3.175680)
H (5.183868, -3.087360, -2.673680)
H (-0.871626, 0.085992, 1.025738)
F (3.034234, -2.211446, 0.817048)
H (-4.487136, 3.470358, -1.230871)
F (-0.427109, -4.576260, -1.289619)
C (2.905716, -1.439994, -1.373021)
C (-3.398616, 5.252837, 0.498316)
C (1.172558, -3.070498, -0.263630)
C (-2.981253, 1.023577, -0.874823)

Cartesian forces (eV/Å) of the 3 atoms listed first:
H -0.091 -0.013 0.213
O -0.302 -1.178 -0.561
H -0.014 -0.310 0.024

Max |F| (eV/Å): 7.300
HOMO (eV): -9.706
Charge: +1
Molecular weight (g mol⁻¹): 514.35

=====

Entry 4:
The following is a DFT calculation (ωB97M-V/def2-TZVPD) of a cluster of 4 separate species, C11H27NO15P2S3 in total.

Element x y z (Å)
O (0.265139, 6.890968, 1.543761)
C (-0.481417, -0.792275, 0.510629)
C (2.030892, -1.975603, -0.223857)
O (1.563467, 0.692162, -2.299830)
O (-5.688402, -0.556761, -4.160305)
S (0.020799, 6.019417, 2.857229)
C (1.578647, 6.656632, 1.010397)
H (2.177983, -2.705216, 0.575223)
H (0.539854, 2.539671, 0.254769)
H (-3.113824, -0.581362, -1.663447)
H (-0.637361, -1.452277, -1.539118)
O (0.141578, 6.824465, 4.016550)
H (4.519082, -3.325866, 2.932738)
H (2.935177, 4.992968, 1.440227)
H (-6.702226, 2.398578, -3.335202)
H (1.364414, 4.514804, 0.755773)
H (-8.821510, 1.538697, -2.455915)
H (-3.704487, -2.681569, -1.510352)
H (6.489871, -5.688401, 2.877025)
O (-5.723025, -1.381023, -1.838232)
C (-6.678786, 1.963003, -2.335531)
H (-6.508926, 2.735554, -1.591558)
S (4.273086, -5.549614, 0.980090)
H (-3.073360, -0.691195, 0.084490)
P (1.338309, -0.498690, 0.643327)
O (1.333548, 5.122664, 2.733046)
H (-0.608317, -1.792507, 0.943598)
H (3.972259, -2.652769, -0.880708)
O (-5.597323, 1.019880, -2.257527)
N (-2.856612, -2.529708, -0.977460)
H (-1.001143, 0.252011, -1.293771)
C (-7.905233, 1.114955, -2.055130)
H (2.279509, 7.357512, 1.465424)
O (0.494112, 2.156269, -0.635996)
P (1.724521, 1.123271, -0.763073)
C (-1.133151, -0.745233, -0.871990)
O (3.040130, 1.730581, -0.479206)
H (1.298755, -2.406613, -0.907452)
O (4.485609, -6.026882, 2.486233)
O (-7.635981, -0.114339, -2.748853)
O (-1.134804, 5.223131, 2.644538)
H (6.256526, -3.275018, 2.524171)
C (-2.622694, -1.089295, -0.833402)
H (3.941079, -0.926672, -0.476910)
H (-3.015987, -2.965148, -0.077811)
H (-0.969541, -0.091218, 1.191726)
O (2.889230, -5.309041, 0.783766)
C (3.375593, -1.743234, -0.928481)
S (-6.068372, -0.400225, -2.804318)
H (1.545333, 6.804622, -0.065055)
O (5.050253, -4.160779, 1.116567)
H (2.454851, 0.599934, -2.669059)
C (1.875044, 5.224265, 1.407263)
C (5.351805, -3.875223, 2.491495)
H (-8.019767, 0.904433, -0.991243)
H (5.349695, -5.261735, 4.184326)
C (5.519169, -5.249728, 3.111730)
O (5.001406, -6.377747, 0.090394)
H (3.225521, -1.527478, -1.985712)

Cartesian forces (eV/Å) of the 3 atoms listed first:
O -0.025 -0.011 -0.050
C 0.025 -0.115 -0.202
C 0.191 -0.030 -0.057

Max |F| (eV/Å): 0.474
HOMO (eV): -8.719
SMILES: CCP(CCCN)P(=O)(O)O.O=S1(=O)OCCO1.O=S1(=O)OCCO1.O=S1(=O)OCCO1
Molecular weight (g mol⁻¹): 571.48

=====

Entry 5:
The following is a DFT calculation (ωB97M-V/def2-TZVPD) of a structure of composition C11H28AlBeBrCaClF2O3P2 at a distorted geometry.

Element x y z (Å)
H (0.237652, -2.656763, 1.272860)
H (2.625764, -2.684997, 4.655757)
Br (1.311746, 0.611654, -4.031749)
C (2.928403, -2.202905, -0.588088)
H (-1.479857, -0.447197, 2.283872)
H (1.990975, 0.057396, -1.349952)
H (1.494535, 1.772054, -2.472211)
O (-2.500047, 1.265389, 2.944393)
C (-1.368048, 3.819265, -3.634188)
H (-0.717462, -0.293507, -0.869099)
H (1.118833, -1.233306, 1.784336)
H (-1.770181, 3.862010, -4.642547)
C (3.095787, -1.678610, 4.738444)
H (-3.562989, 2.329768, -4.741677)
Be (1.323976, -3.763448, -1.397742)
H (3.116212, -3.191113, -0.151293)
C (-1.751756, 0.168278, 3.186926)
C (-3.184323, 1.349291, -5.037009)
C (1.194508, -2.140618, 1.186471)
C (1.477960, -1.722813, -0.273520)
H (3.057719, -1.398026, 5.814257)
C (0.054146, 0.436111, -0.597528)
H (2.009387, -2.747667, 1.581446)
F (-3.520501, -0.539853, 1.660495)
C (-0.431880, 0.515165, 3.880619)
H (3.154901, -2.225504, -1.662104)
Ca (-2.019767, 1.419759, 0.852060)
H (-0.301400, 4.030324, -3.675184)
C (-1.768828, 1.089670, -4.488070)
H (-0.674538, 1.088807, 4.772971)
H (0.224589, 3.058703, -0.962439)
H (0.068656, 1.270244, 3.258225)
H (-1.886774, 4.506323, -2.973638)
P (0.211171, 1.864284, -1.753073)
H (2.234397, -1.026816, 4.324600)
O (0.334805, -0.699999, 4.064891)
H (-2.292606, -0.599755, 3.743460)
H (-3.910382, 0.606966, -4.714631)
H (-1.063980, 1.495099, -5.211696)
P (-1.610693, 2.106582, -2.982366)
H (-0.191543, 0.857760, 0.376334)
C (1.468170, -0.212860, -0.429653)
H (0.727029, -2.194933, -0.961215)
F (-1.239725, -1.511521, 0.379043)
Cl (-0.052928, -1.081449, 5.748741)
H (-1.541332, 0.039189, -4.350578)
H (-3.156877, 1.344047, -6.124396)
O (4.200147, -1.482442, 4.102518)
Al (-3.292567, -1.986837, 3.192819)
H (3.594772, -1.485455, -0.109684)
H (2.034744, 0.244254, 0.379792)

Cartesian forces (eV/Å) of the 3 atoms listed first:
H 0.135 0.107 0.055
H 0.027 0.044 -0.606
Br 0.657 -1.125 -0.929

Max |F| (eV/Å): 3.543
HOMO (eV): -9.981
Charge: +1
Molecular weight (g mol⁻¹): 499.71